# 1
{
  "formula": "C4H7N3",
  "method": "ωB97M-V/def2-TZVPD",
  "species": ["C", "C", "N", "C", "N", "C", "N", "H", "H", "H", "H", "H", "H", "H"],
  "coordinates": [[1.38946, 1.33901, -0.54720], [-0.12377, 1.21336, -0.52542], [-0.55507, 0.22948, 0.41753], [-0.71953, -1.01293, 0.19431], [-1.54284, -1.57894, 1.13078], [-0.18172, -1.79014, -0.91812], [0.32619, -2.37201, -1.78082], [1.83867, 0.40405, -0.89704], [1.76847, 1.53818, 0.45976], [1.69710, 2.15570, -1.20418], [-0.52626, 0.99424, -1.52188], [-0.58514, 2.14831, -0.18514], [-1.59516, -0.72674, 1.71872], [-1.40646, -2.51888, 1.48114]],
  "forces_ev_per_a": [[0.18, 0.02, -0.04], [0.15, 0.18, -0.29], [-0.03, -0.13, -0.35], [0.11, 0.66, 0.04], [0.02, 0.04, 0.04], [0.37, -0.36, -0.79], [-0.58, 0.62, 0.91], [0.01, 0.17, -0.02], [-0.06, 0.00, -0.12], [0.04, -0.10, 0.03], [0.17, 0.06, -0.05], [0.20, -0.05, -0.24], [-0.70, -1.44, 0.74], [0.12, 0.32, 0.12]],
  "mulliken_charge": [-0.977, -0.478, -0.560, 0.648, -0.481, 0.094, -0.370, 0.296, 0.292, 0.327, 0.355, 0.275, 0.323, 0.254],
  "energy_ev": -8730.5843,
  "homo_ev": -9.6,
  "largest_force_ha_per_bohr": 0.0342,
  "e_above_lowest_kj_mol": 105.7,
  "smiles": "CC/N=C(/N)C#N",
  "gap_ev": 10.00
}

# 2
{
  "formula": "C35H28Br2F4N5O3SY",
  "method": "ωB97M-V/def2-TZVPD",
  "species": ["Y", "C", "N", "C", "C", "C", "N", "C", "C", "F", "C", "F", "C", "C", "F", "C", "F", "H", "H", "H", "H", "H", "H", "H", "H", "H", "H", "H", "Br", "C", "C", "C", "Br", "C", "C", "C", "C", "N", "C", "C", "O", "H", "H", "H", "H", "C", "C", "C", "C", "C", "C", "C", "S", "O", "O", "N", "C", "C", "C", "C", "C", "C", "C", "C", "N", "C", "H", "H", "H", "H", "H", "H", "H", "H", "H", "H", "H", "H", "H"],
  "coordinates": [[0.21990, 0.07421, 0.00189], [-1.39158, 3.07707, 0.87886], [-0.21006, 2.53436, 0.20540], [0.99517, 3.13350, 0.80267], [-0.25639, 2.86174, -1.23457], [-1.30802, 2.04891, -1.99142], [-1.33193, 0.65568, -1.54404], [-2.22776, -0.16909, -2.11214], [-2.34409, -1.49380, -1.62450], [-1.48365, -1.86310, -0.61701], [-3.25234, -2.42425, -2.06017], [-3.25224, -3.64067, -1.49411], [-4.15915, -2.12344, -3.05581], [-4.07833, -0.84434, -3.57701], [-4.92583, -0.49504, -4.55447], [-3.16565, 0.09679, -3.14826], [-3.19281, 1.28850, -3.78257], [-1.43201, 4.16729, 0.76479], [-1.35481, 2.84144, 1.94302], [-2.29912, 2.64639, 0.45899], [0.95361, 4.22885, 0.76089], [1.88306, 2.79343, 0.26629], [1.08861, 2.82809, 1.84493], [0.72627, 2.64656, -1.65594], [-0.46558, 3.93025, -1.37332], [-1.05703, 2.12536, -3.05153], [-2.29715, 2.50211, -1.86150], [-4.88774, -2.83469, -3.41113], [3.99810, 1.53023, -3.02914], [3.75395, -0.21064, -2.34259], [4.78609, -1.14433, -2.44604], [4.63819, -2.38658, -1.89447], [6.05661, -3.63918, -2.06011], [3.45964, -2.74453, -1.20582], [3.24340, -3.97747, -0.55627], [2.06611, -4.20156, 0.10362], [1.09901, -3.19078, 0.14320], [1.26472, -2.02397, -0.44030], [2.41317, -1.79117, -1.13073], [2.54536, -0.47697, -1.71070], [1.59373, 0.39461, -1.59596], [5.70298, -0.87980, -2.95263], [4.01908, -4.72976, -0.58531], [1.88156, -5.14046, 0.60707], [0.16014, -3.35022, 0.66261], [4.62884, -4.84802, 5.08510], [4.11180, -3.62552, 4.37793], [4.91083, -2.49426, 4.23155], [4.42826, -1.35986, 3.60045], [3.14019, -1.36495, 3.09171], [2.32326, -2.47404, 3.23919], [2.81026, -3.59950, 3.88196], [2.52895, 0.07497, 2.24131], [2.94110, 1.23451, 2.98574], [2.95234, 0.00436, 0.85521], [0.92716, -0.07489, 2.12391], [0.10586, 0.10866, 3.22319], [0.51456, 0.21643, 4.54107], [-0.41174, 0.43905, 5.57162], [-1.74951, 0.54178, 5.31283], [-2.21501, 0.39797, 3.98971], [-3.58151, 0.46516, 3.64220], [-3.96182, 0.27463, 2.34349], [-2.97615, 0.03596, 1.37334], [-1.68979, -0.00369, 1.64264], [-1.29620, 0.15946, 2.93873], [5.71717, -4.88025, 5.07605], [4.24938, -5.75748, 4.62014], [4.30156, -4.85026, 6.12734], [5.92100, -2.50230, 4.62170], [5.03862, -0.47161, 3.49377], [1.31119, -2.44083, 2.86066], [2.17303, -4.46680, 4.00838], [1.56853, 0.16168, 4.76897], [-0.05044, 0.53856, 6.58703], [-2.46344, 0.72808, 6.10535], [-4.31143, 0.66684, 4.41731], [-5.00058, 0.30915, 2.04634], [-3.26066, -0.11121, 0.33739]],
  "forces_ev_per_a": [[-0.76, -0.06, -0.57], [-0.08, -0.18, 0.06], [0.26, 0.35, -0.05], [0.05, -0.01, 0.05], [-0.08, -0.24, -0.20], [-0.12, -0.07, 0.09], [-0.48, 0.36, -0.28], [-0.45, -0.15, -0.12], [0.06, 0.08, -0.02], [0.04, 0.27, 0.01], [-0.02, 0.04, -0.08], [0.02, -0.06, 0.06], [-0.02, 0.10, -0.03], [0.00, -0.21, 0.07], [-0.03, 0.06, -0.06], [0.13, -0.09, 0.10], [0.03, 0.09, 0.02], [0.02, 0.01, -0.02], [0.01, -0.01, 0.00], [0.02, -0.01, -0.01], [0.02, 0.00, -0.05], [0.00, -0.01, 0.01], [-0.03, 0.02, 0.00], [0.02, 0.00, 0.06], [0.07, 0.03, 0.01], [-0.04, 0.08, -0.03], [0.02, 0.09, -0.02], [0.02, -0.02, 0.00], [0.07, -0.01, -0.05], [-0.45, 0.20, 0.07], [0.02, -0.31, 0.12], [0.23, 0.01, -0.11], [0.00, 0.03, 0.00], [-0.30, 0.07, 0.06], [-0.08, 0.09, -0.03], [0.09, -0.13, 0.02], [-0.06, 0.01, -0.10], [0.42, -0.58, -0.16], [0.36, 0.06, -0.24], [0.61, -0.10, -0.39], [0.42, -0.10, -0.42], [-0.01, 0.02, -0.02], [-0.01, -0.04, 0.01], [-0.02, 0.01, 0.00], [0.00, 0.03, 0.02], [-0.04, 0.04, 0.03], [-0.01, -0.08, 0.00], [-0.05, 0.01, -0.01], [0.10, 0.13, -0.07], [-0.32, 0.17, -0.10], [-0.03, -0.03, 0.00], [0.09, 0.07, 0.02], [-0.24, 0.06, -0.05], [0.08, -0.10, 0.18], [-0.05, 0.10, 0.24], [0.75, -0.03, 1.24], [-0.12, -0.04, 0.58], [-0.01, 0.03, -0.43], [-0.20, 0.02, 0.08], [0.05, 0.04, 0.17], [0.03, -0.13, -0.32], [0.01, 0.00, -0.06], [-0.08, 0.02, 0.12], [0.11, 0.00, -0.12], [-0.16, -0.03, 0.31], [0.05, 0.14, 0.37], [0.00, -0.01, 0.00], [0.02, -0.01, 0.00], [0.02, -0.02, 0.00], [0.01, 0.01, -0.01], [0.02, -0.04, 0.03], [-0.02, -0.05, 0.00], [0.00, 0.00, -0.02], [-0.01, 0.04, 0.10], [0.01, -0.01, -0.01], [0.01, -0.01, 0.00], [-0.02, -0.03, -0.01], [0.00, 0.00, 0.00], [0.02, 0.03, -0.01]],
  "mulliken_charge": [-0.227, -1.378, 0.751, -1.289, -1.016, -1.268, 0.886, 0.515, -0.114, -0.081, 0.117, -0.309, -0.619, 0.160, -0.322, 0.091, -0.346, 0.344, 0.345, 0.288, 0.422, 0.260, 0.268, 0.393, 0.507, 0.579, 0.566, 0.512, -0.190, -0.172, -0.462, 0.086, -0.248, 0.434, -0.879, -1.220, -0.457, 0.014, 0.537, 0.445, 0.147, 0.450, 0.337, 0.467, 0.651, -1.533, 0.977, -0.895, -0.844, 0.304, 0.060, -0.974, 0.808, -0.684, -0.497, 1.188, 0.348, -0.847, -0.984, -0.928, 1.109, -0.877, -1.176, -0.041, 0.756, -0.632, 0.391, 0.372, 0.293, 0.383, 0.500, 0.264, 0.442, 0.576, 0.422, 0.410, 0.440, 0.484, 0.408],
  "energy_ev": -213180.9308,
  "homo_ev": -7.3,
  "largest_force_ha_per_bohr": 0.0282,
  "e_above_lowest_kj_mol": 36.3,
  "gap_ev": 6.87
}

# 3
{
  "formula": "C38H42Cl2N7NiO",
  "method": "ωB97M-V/def2-TZVPD",
  "species": ["Ni", "C", "C", "O", "H", "H", "H", "H", "H", "N", "C", "C", "C", "C", "C", "H", "H", "H", "H", "H", "N", "C", "C", "C", "C", "C", "H", "H", "H", "H", "H", "N", "C", "C", "C", "C", "C", "H", "H", "H", "H", "H", "N", "C", "C", "C", "C", "C", "H", "H", "H", "H", "H", "N", "C", "C", "C", "C", "C", "H", "H", "H", "H", "H", "N", "C", "C", "C", "C", "C", "H", "H", "H", "H", "H", "N", "C", "C", "C", "C", "C", "H", "H", "H", "H", "H", "C", "Cl", "Cl", "H", "H"],
  "coordinates": [[-0.64664, 1.01423, -2.31467], [1.45383, -0.31807, 1.19618], [0.47919, -0.90198, 0.24480], [-0.14726, -0.01335, -0.64176], [0.95618, -0.07560, 2.13515], [1.86198, 0.62997, 0.84586], [2.24355, -0.98742, 1.53740], [-0.29488, -1.47051, 0.76026], [0.95925, -1.65625, -0.37866], [-1.67033, 2.63519, -1.11986], [-1.48166, 2.74034, 0.24780], [-2.25299, 3.56091, 1.12593], [-3.15382, 4.44112, 0.61482], [-3.30610, 4.44907, -0.78880], [-2.61264, 3.53905, -1.60938], [-0.69704, 2.13575, 0.67820], [-2.01763, 3.50733, 2.17861], [-3.70952, 5.14550, 1.21602], [-3.91632, 5.11435, -1.38162], [-2.57084, 3.67817, -2.67957], [0.72603, -2.56242, 5.28614], [0.09204, -2.52190, 6.49471], [-0.39319, -1.38836, 7.12970], [0.01117, -0.15991, 6.61915], [0.86375, -0.15987, 5.50357], [1.17640, -1.33335, 4.90292], [-0.08022, -3.54437, 6.79682], [-0.94798, -1.50797, 8.04856], [-0.22665, 0.75400, 7.14318], [1.17808, 0.73874, 4.99356], [1.80537, -1.33740, 4.02499], [-2.52485, -0.21584, -2.43168], [-2.89298, -0.58778, -3.68758], [-4.23290, -0.84740, -4.09460], [-5.17698, -1.10182, -3.13058], [-4.83196, -0.66051, -1.79008], [-3.56365, -0.26518, -1.50525], [-2.09441, -0.63097, -4.41341], [-4.59958, -1.12922, -5.07057], [-6.22140, -1.31160, -3.30826], [-5.59060, -0.85328, -1.04596], [-3.31115, -0.07568, -0.47242], [4.77853, 2.90669, 1.55181], [5.80050, 3.69441, 1.05113], [7.08086, 3.23707, 0.90257], [7.36299, 1.93433, 1.32645], [6.29469, 1.14558, 1.82653], [5.04595, 1.69188, 1.96710], [5.49269, 4.69762, 0.79575], [7.86275, 3.85571, 0.48743], [8.35300, 1.55216, 1.12591], [6.50279, 0.11689, 2.08128], [4.24273, 1.16553, 2.46126], [1.40130, 1.98490, -2.19512], [2.59131, 1.40516, -1.77627], [3.83970, 2.01466, -1.65959], [3.95398, 3.39280, -1.91269], [2.82182, 3.98018, -2.44647], [1.56664, 3.30849, -2.47435], [2.50159, 0.37450, -1.46629], [4.71307, 1.48811, -1.30412], [4.81043, 4.04937, -1.87002], [2.84953, 5.03251, -2.68777], [0.68152, 3.81451, -2.83057], [-4.03048, -6.23713, 0.77925], [-4.83265, -5.17763, 1.14272], [-4.47036, -3.87038, 0.79047], [-3.26058, -3.67875, 0.04290], [-2.61090, -4.78276, -0.45341], [-2.93245, -6.04221, -0.02909], [-5.71245, -5.46346, 1.70008], [-5.12264, -3.11022, 1.19432], [-2.88953, -2.66840, -0.04604], [-1.67199, -4.69380, -0.97965], [-2.29915, -6.90133, -0.19415], [0.42474, -0.69492, -3.62408], [1.20582, -0.36398, -4.75243], [1.71171, -1.42426, -5.55009], [1.45746, -2.75519, -5.21843], [0.83304, -3.12654, -4.01536], [0.25563, -2.03167, -3.29504], [1.32164, 0.66622, -5.05521], [2.11039, -1.22558, -6.53395], [1.98048, -3.45598, -5.85227], [0.88324, -4.14111, -3.64860], [-0.17132, -2.11276, -2.30634], [-2.15865, 0.05420, 2.90966], [-2.63248, -0.04023, 4.60343], [-3.23141, -0.88636, 1.98341], [-2.22606, 1.12835, 2.73715], [-1.12016, -0.27271, 2.85704]],
  "forces_ev_per_a": [[1.39, -2.08, 2.26], [0.26, 0.89, 1.47], [-0.79, -0.62, -2.46], [-0.75, 1.24, 0.32], [-0.21, 0.29, 0.15], [0.24, -0.13, -0.22], [0.18, -0.15, -0.46], [-0.22, -0.10, 0.45], [0.60, -0.48, -0.01], [-0.94, 1.67, 1.64], [-0.94, -0.11, -1.07], [1.59, -1.13, -0.85], [-0.72, 0.40, -1.68], [0.61, -1.11, -0.97], [1.71, -0.14, 1.74], [0.02, -0.37, -0.28], [-0.03, 0.07, 0.06], [-0.01, -0.06, 0.13], [-0.29, 0.36, 0.59], [-0.61, -0.30, -0.16], [0.67, 2.10, 1.74], [-0.14, -1.25, -2.28], [1.02, 0.07, 0.01], [0.57, -0.34, 0.03], [-0.99, 0.96, 0.62], [-0.38, -2.27, -0.78], [-0.52, 0.11, 0.72], [-0.09, 0.20, -0.01], [-0.24, 0.13, -0.18], [0.19, 0.30, 0.40], [0.01, 0.01, -0.22], [-2.07, -0.23, -1.07], [-0.60, 0.87, 0.42], [0.14, -1.66, 0.56], [0.71, 2.85, 2.49], [-0.93, -1.99, -2.03], [1.59, 0.20, -0.20], [0.06, 0.17, -0.13], [0.99, 0.28, -0.59], [0.12, -0.45, -0.37], [0.23, 0.42, 0.43], [0.35, 0.41, -0.10], [0.76, 2.24, -0.49], [-2.06, -1.30, 0.73], [0.44, -0.51, 0.39], [-1.52, -0.27, -0.46], [2.52, -0.04, -0.40], [0.03, 0.29, -0.07], [0.07, 0.09, -0.15], [0.00, 0.12, 0.02], [0.00, -0.31, 0.35], [-0.10, -0.06, 0.23], [-0.17, -0.27, -0.16], [2.13, 1.59, 0.29], [-0.98, -0.34, -0.16], [-0.27, 1.06, 0.26], [-1.27, -0.57, -1.26], [-1.56, 0.03, 0.86], [0.92, -0.89, -0.57], [-0.13, -0.16, -0.20], [-0.22, -0.39, 0.09], [0.47, -0.61, 0.35], [-0.17, 0.05, -0.16], [-0.05, 0.23, 0.04], [0.24, 0.58, -0.52], [2.51, -1.10, -1.81], [0.77, -1.07, -0.09], [-2.38, 0.20, 1.11], [1.51, 0.42, 0.09], [-2.93, -0.09, 2.21], [-0.05, 0.26, 0.12], [0.35, 0.57, -0.19], [0.12, -0.04, -0.48], [0.04, 0.33, -0.29], [-0.15, -0.11, -0.25], [0.96, -0.18, -1.83], [-1.47, -3.17, 1.07], [-1.63, 1.11, 0.52], [0.87, 0.10, 0.90], [-0.12, 2.57, -0.37], [1.67, 1.07, -0.46], [-0.02, 0.12, 0.38], [0.49, 0.22, 0.17], [-0.39, -0.50, 0.00], [-0.46, 0.04, 0.03], [-0.46, -0.34, -0.05], [0.94, 1.24, 1.39], [-0.11, -0.14, 0.80], [-0.63, -0.59, -1.05], [-0.05, -0.31, -0.74], [-0.25, -0.18, -0.31]],
  "mulliken_charge": [0.499, -0.631, -0.882, 0.608, -0.240, 0.206, 0.489, 0.234, 0.343, 0.129, -0.169, -0.709, -0.434, -0.613, -0.352, 0.444, 0.523, 0.442, 0.383, 0.428, -0.615, -0.290, -0.312, -0.497, -0.210, -0.162, 0.419, 0.401, 0.406, 0.415, 0.492, 0.531, -0.111, -0.855, -0.286, -0.629, -0.266, 0.382, 0.366, 0.426, 0.403, 0.237, -0.502, -0.408, -0.305, -0.262, -0.409, -0.264, 0.490, 0.404, 0.382, 0.375, 0.511, 0.408, -0.333, -0.980, -0.105, -0.776, -0.237, 0.596, 0.412, 0.464, 0.379, 0.337, -0.563, -0.431, -0.356, 0.780, -0.524, -0.290, 0.382, 0.364, -0.075, 0.333, 0.375, 0.296, -0.299, -0.653, -0.272, -0.914, -0.338, 0.422, 0.373, 0.362, 0.442, 0.476, 1.031, -0.159, -0.055, -0.353, -0.477],
  "energy_ev": -118644.2370,
  "multiplicity": 3,
  "homo_ev": [-10.4, -10.2],
  "s2": 2.005,
  "largest_force_ha_per_bohr": 0.0749,
  "total_charge": 1,
  "e_above_lowest_kj_mol": 326.1,
  "gap_ev": [8.01, 7.09]
}